This record from the OMol25 dataset describes a structure of composition C23H30Cl10O6 at a distorted geometry. The level of theory is wB97M-V/def2-TZVPD.

Summary:
- HOMO: -8.9559 eV
- Max |F|: 5.63 eV Å⁻¹
- Lowest unoccupied orbital energy: -1.05 eV

ORCA input file:
```
! RIJCOSX wB97M-V def2-TZVPD def2/J DEFGRID3
* xyz 0 1
Cl -1.098 -2.342 2.663
Cl 3.000 0.195 6.874
Cl 1.423 -3.735 3.123
Cl 5.183 0.242 -6.634
Cl -7.855 0.121 3.092
Cl 4.011 -1.596 2.881
Cl 0.277 0.326 5.834
Cl 6.734 -1.706 3.922
Cl -7.159 -2.432 1.836
Cl 7.589 1.777 -5.998
O 1.966 1.434 2.703
O 3.311 1.022 0.723
O 3.656 -0.694 -0.959
O 2.341 1.896 -3.025
O 0.851 0.365 -2.071
O -0.364 1.777 0.447
C -2.605 0.942 1.407
C 1.504 0.609 -0.822
C 6.937 0.372 -6.853
C 3.319 -1.218 -6.466
C -1.176 0.588 0.726
C 1.979 -1.881 -3.726
C 2.341 -3.057 -4.689
C 2.990 -2.704 -6.056
C -3.589 1.767 0.441
C 5.473 -0.671 3.240
C 0.979 1.265 0.348
C -5.540 -0.085 0.753
C 1.858 0.739 -3.063
C 2.274 -0.384 -4.103
C -7.783 -1.635 3.290
C -5.865 1.987 -0.760
C -4.754 0.904 -0.243
C -2.414 1.861 2.745
C 1.746 1.240 6.195
C 0.600 -2.171 3.120
C 2.992 0.195 -0.402
C 2.964 -0.054 -5.478
C 2.129 1.269 1.483
H -1.276 -0.032 -0.230
H 3.199 1.030 -5.721
H 3.821 -1.075 -7.470
H -0.592 -0.017 1.532
H -7.128 -1.868 4.129
H -5.158 -1.154 0.516
H -4.031 2.665 1.012
H -2.418 2.981 2.513
H -3.018 -0.053 1.784
H -1.546 1.514 3.400
H -5.434 2.757 -1.482
H -6.208 2.552 0.194
H 5.229 0.110 3.960
H -2.971 2.231 -0.422
H 5.843 -0.222 2.320
H 7.408 -0.529 -6.462
H 0.658 -1.739 4.118
H 7.156 0.471 -7.915
H 1.474 -2.080 -2.716
H -6.804 1.452 -1.146
H -6.666 -0.113 0.589
H -8.786 -2.006 3.491
H 1.508 2.021 6.915
H 2.119 1.687 5.275
H 1.094 -1.513 2.405
H -4.414 0.346 -1.185
H 3.234 -3.563 -6.766
H 2.116 -4.136 -4.358
H -3.376 1.671 3.363
H -5.254 0.082 1.862
*
```



This record from the OMol25 dataset describes a structure of composition C12H24FeO6 at a distorted geometry. The level of theory is wB97M-V/def2-TZVPD.

Summary:
- HOMO (alpha / beta): -22.0287 / -21.9309 eV
- Max |F|: 4.50 eV Å⁻¹
- Energy above the lowest of the compared OMol25 structures with the same formula, charge and spin: 27.6 kcal per mole
- Lowest unoccupied orbital energy (alpha / beta): -12.79 / -12.91 eV

ORCA input file:
```
! RIJCOSX wB97M-V def2-TZVPD def2/J DEFGRID3
* xyz 3 2
Fe -0.055 -0.075 -0.220
O 0.327 0.083 -2.129
O -1.961 -0.166 0.314
O 1.876 -0.012 0.090
O 0.034 -1.979 0.021
O 0.034 0.047 1.747
O 0.161 1.899 -0.304
C -1.039 0.863 2.284
C -1.296 -2.487 0.432
C 0.510 -2.273 -1.335
C 2.281 -0.510 1.408
C 1.524 2.348 0.034
C -0.038 -1.329 -2.414
C -0.719 1.108 -2.375
C -2.289 0.252 1.697
C -0.274 2.341 -1.647
C 2.466 1.246 -0.374
C -2.376 -1.536 -0.021
C 1.326 0.075 2.421
H 1.726 3.284 -0.483
H 0.254 -3.279 -1.673
H 0.556 2.840 -2.143
H -1.113 -1.381 -2.576
H -0.889 1.897 1.978
H 2.213 -1.593 1.353
H 1.553 1.100 2.710
H -1.040 0.799 3.373
H 2.556 1.151 -1.453
H 1.514 2.548 1.102
H -0.899 1.285 -3.437
H -2.542 -1.536 -1.095
H 3.463 1.355 0.050
H -3.110 0.964 1.644
H 1.593 -2.189 -1.285
H -1.103 3.040 -1.539
H -1.662 0.719 -1.978
H 1.268 -0.545 3.316
H -1.215 -2.539 1.516
H -1.438 -3.496 0.042
H -3.333 -1.771 0.447
H -2.608 -0.638 2.236
H 0.448 -1.683 -3.327
H 3.316 -0.229 1.592
*
```



This record from the OMol25 dataset describes the molecule C3H8ClNS at a distorted geometry. The level of theory is wB97M-V/def2-TZVPD.

Summary:
- HOMO: -9.3745 eV
- Max |F|: 3.47 eV Å⁻¹
- SMILES: N[C@@H](CS)CCl
- Energy above the lowest of the compared OMol25 structures with the same formula, charge and spin: 14.8 kcal per mole
- Lowest unoccupied orbital energy: 0.66 eV

ORCA input file:
```
! RIJCOSX wB97M-V def2-TZVPD def2/J DEFGRID3
* xyz 0 1
Cl 1.923 -0.718 1.578
S -2.052 1.303 -0.185
N 1.102 -0.856 -1.542
C 0.292 -0.413 0.826
C 0.273 -0.007 -0.728
C -1.170 0.199 -1.203
H -1.562 -0.760 -1.214
H 0.888 -0.687 -2.491
H -3.263 1.240 -0.661
H -0.073 0.484 1.370
H 0.709 -1.814 -1.385
H 0.751 1.015 -0.731
H -0.194 -1.337 0.969
H -1.210 0.527 -2.286
*
```



This record from the OMol25 dataset describes a cluster of 15 separate species, C63H91BN12O10 in total at a distorted geometry. The level of theory is wB97M-V/def2-TZVPD.

Summary:
- HOMO: -7.6011 eV
- Max |F|: 2.09 eV Å⁻¹
- Lowest unoccupied orbital energy: -0.07 eV

ORCA input file:
```
! RIJCOSX wB97M-V def2-TZVPD def2/J DEFGRID3
* xyz 0 1
O 2.607 -0.229 -0.354
O -1.645 0.334 0.609
O -0.262 1.544 -1.047
O -3.416 0.524 1.984
O 1.359 1.293 -2.568
O -2.186 3.040 2.652
O -0.654 2.372 1.158
O 0.742 0.372 0.707
O 1.242 -2.213 -3.575
O 0.110 0.156 6.729
N -4.529 6.220 -1.032
N 1.324 -4.516 -0.039
N 8.110 -1.324 3.046
N 5.291 3.862 -4.774
N 0.029 2.730 -4.573
N -6.115 -0.557 1.440
N -4.014 2.840 -1.405
N -1.440 -0.244 -4.174
N -4.621 3.551 4.009
N -1.146 4.661 7.022
N 0.158 -1.751 3.397
N 7.426 -0.822 -1.046
C 7.025 -1.638 -3.068
C -0.254 5.660 5.261
C 8.624 -1.242 -1.566
C 0.022 -3.027 3.859
C -6.948 -2.577 1.702
C 3.578 -1.585 -4.087
C 8.613 -0.285 2.336
C -4.857 5.235 0.913
C 0.888 1.084 -1.502
C -4.854 1.434 -2.897
C 0.877 -5.668 -0.878
C -5.466 1.200 -1.643
C -2.059 -2.042 -3.055
C 1.756 -5.003 1.344
C -7.380 -0.512 0.944
C 0.269 -6.530 -3.158
C 2.547 -3.841 -0.643
C 4.488 2.190 -3.611
C 0.331 2.227 -5.815
C 4.218 3.456 -4.034
C 8.430 -1.713 -2.825
C -0.278 -6.177 -4.522
C -0.154 1.466 6.147
C -4.028 2.511 -2.725
C 6.279 2.917 -4.735
C -6.432 4.548 4.810
C -5.658 2.667 3.841
C -1.530 3.504 -5.941
C 0.478 -5.301 -2.270
C -3.484 5.463 0.731
C -1.805 -2.416 -4.403
C -1.355 -1.288 -5.042
C -3.276 6.090 -0.477
C 3.354 -3.395 0.542
C -5.106 4.729 4.502
C -2.209 -2.971 0.590
C -0.671 2.632 -6.667
C -2.195 4.977 6.190
C 6.433 -1.092 -1.956
C -1.770 2.278 1.858
C -1.054 3.562 -4.653
C -1.875 -0.686 -2.947
C 0.015 5.129 6.494
C -1.644 5.478 5.045
C -5.517 5.723 -0.213
C 3.172 -4.528 1.557
C -4.893 2.049 -0.730
C -5.859 -1.796 1.937
C 1.555 0.319 -0.339
C 6.376 -0.362 2.052
C 1.090 -3.304 4.654
C 6.759 -1.424 2.810
C -6.812 3.288 4.240
C -2.442 0.942 1.468
C 5.813 1.861 -4.004
C 0.230 -3.474 0.035
C 1.812 -2.087 4.819
C 2.159 -1.656 -4.578
C 7.566 0.349 1.730
C -1.451 1.371 5.375
C -7.919 -1.754 1.070
C -1.106 -4.017 0.537
C 1.263 -1.178 3.970
B -0.452 1.141 0.357
H 1.192 1.586 -5.899
H 1.323 -4.256 5.102
H -3.417 3.010 -3.456
H -0.499 -4.783 -2.265
H 3.765 -0.744 -3.422
H 1.543 -0.162 3.747
H -5.063 2.154 0.326
H -4.732 6.692 -1.894
H 0.549 2.536 -3.721
H -0.084 -6.875 -5.331
H -2.088 0.029 -2.173
H -0.914 -4.447 1.518
H 0.572 -2.599 0.593
H -0.723 2.388 -7.715
H -1.337 0.752 -4.307
H 3.838 -2.525 -3.592
H -1.334 -5.898 -4.497
H -1.409 4.067 -3.773
H 6.333 0.929 -3.861
H 1.989 -2.297 -5.455
H 5.413 -0.861 -1.689
H -0.993 -1.226 -6.055
H -1.406 -4.758 -0.206
H 6.480 -1.945 -3.945
H 2.220 -3.021 -1.278
H -1.963 -2.096 1.188
H -2.464 -2.627 -0.409
H -3.487 3.578 -0.955
H 3.287 -4.145 2.573
H 7.663 1.260 1.162
H 0.504 5.992 4.575
H -2.178 5.667 4.126
H -5.429 1.681 3.476
H -2.713 5.172 1.431
H 0.111 -6.173 -0.290
H -1.718 2.347 4.955
H -2.317 1.107 5.985
H -5.378 4.804 1.753
H -1.403 0.656 4.548
H 6.182 -2.257 3.159
H 0.678 1.729 5.485
H -3.205 4.719 6.449
H -0.233 2.181 6.958
H -1.250 4.274 7.939
H -2.388 3.989 -6.376
H 4.414 -3.254 0.346
H -4.446 5.580 4.546
H 1.233 -7.051 -3.268
H 3.073 -4.585 -1.240
H 3.332 4.056 -3.936
H -7.839 2.972 4.181
H 1.759 -0.661 -4.818
H 1.008 -4.641 2.041
H -8.930 -2.027 0.815
H 7.183 3.082 -5.295
H 0.544 -0.305 5.998
H 2.678 -1.951 5.441
H 0.165 -3.120 -0.997
H 7.299 -0.481 -0.102
H 9.651 -0.010 2.382
H -0.331 -1.298 2.645
H 3.829 1.511 -3.095
H -6.206 0.487 -1.320
H 8.587 -1.794 3.790
H -5.511 0.232 1.577
H 9.213 -2.077 -3.463
H 1.084 -4.540 -2.772
H -1.880 -3.407 -4.814
H 0.337 -2.019 -3.881
H 2.956 -2.478 0.981
H 5.340 -0.166 1.826
H -0.800 -3.626 3.507
H 4.294 -1.441 -4.900
H -7.134 -3.612 1.939
H 1.698 -6.391 -0.926
H -3.151 -3.386 0.950
H -7.079 5.234 5.332
H 5.350 4.710 -5.299
H -4.863 -2.076 2.229
H 0.216 -5.248 -4.847
H -7.793 0.402 0.556
H 3.944 -5.286 1.427
H 0.945 5.133 7.037
H -0.356 -7.276 -2.651
H -2.355 -2.696 -2.254
H 1.665 -6.089 1.375
H -5.105 0.977 -3.839
H -2.416 6.455 -1.006
H -6.563 5.726 -0.446
H -3.653 3.346 3.784
H 9.494 -1.269 -0.928
*
```



This record from the OMol25 dataset describes a cluster of 3 separate species, H6O3 in total at a distorted geometry. The level of theory is wB97M-V/def2-TZVPD.

Summary:
- HOMO: -11.6305 eV
- Max |F|: 2.72 eV Å⁻¹
- SMILES: O.O.O
- Energy above the lowest of the compared OMol25 structures with the same formula, charge and spin: 18.0 kcal per mole
- Lowest unoccupied orbital energy: 0.79 eV

ORCA input file:
```
! RIJCOSX wB97M-V def2-TZVPD def2/J DEFGRID3
* xyz 0 1
O -3.453 3.727 -2.716
O -3.046 -3.005 0.004
O 6.651 -0.704 2.695
H 6.412 -1.401 3.246
H -4.089 4.103 -2.110
H -3.826 3.022 -3.237
H 7.610 -0.721 2.819
H -3.221 -2.950 -0.944
H -3.037 -2.072 0.243
*
```



This record from the OMol25 dataset describes a cluster of 2 separate species, C4H7O in total at a distorted geometry. The level of theory is wB97M-V/def2-TZVPD.

Summary:
- HOMO: -15.2208 eV
- Max |F|: 3.70 eV Å⁻¹
- Energy above the lowest of the compared OMol25 structures with the same formula, charge and spin: 33.9 kcal per mole
- Lowest unoccupied orbital energy: -5.63 eV

ORCA input file:
```
! RIJCOSX wB97M-V def2-TZVPD def2/J DEFGRID3
* xyz 1 1
O -1.237 0.285 0.576
C 1.519 0.498 0.877
C -1.903 1.194 0.199
C 0.906 -0.333 0.103
C 0.378 -1.431 -0.588
H -0.224 -2.060 0.059
H 1.454 1.446 1.359
H 2.467 0.016 1.001
H -1.468 2.083 -0.357
H -0.269 -1.067 -1.356
H -2.905 1.236 0.423
H 1.177 -2.000 -0.969
*
```



This record from the OMol25 dataset describes a cluster of 2 separate species, C3H9NO3 in total at a distorted geometry. The level of theory is wB97M-V/def2-TZVPD.

Summary:
- HOMO: -8.8149 eV
- Max |F|: 5.53 eV Å⁻¹
- Energy above the lowest of the compared OMol25 structures with the same formula, charge and spin: 159.2 kcal per mole
- Lowest unoccupied orbital energy: -3.67 eV

ORCA input file:
```
! RIJCOSX wB97M-V def2-TZVPD def2/J DEFGRID3
* xyz 0 1
O 2.213 0.538 -0.164
O -1.014 -1.821 0.906
O -0.638 -1.767 -1.313
N -0.198 0.883 -1.137
C -0.324 -1.289 0.013
C -0.205 0.902 1.313
C -0.804 0.342 0.016
H 0.789 -1.337 -0.002
H 0.836 0.993 -0.987
H 0.695 1.449 1.034
H -0.760 1.717 1.800
H -0.023 0.191 2.113
H 2.926 0.963 -0.668
H -1.885 0.429 0.073
H -1.315 -2.427 -1.071
H -0.294 0.234 -1.924
*
```



This record from the OMol25 dataset describes the molecule C2H3N2OP at a distorted geometry. The level of theory is wB97M-V/def2-TZVPD.

Summary:
- HOMO: -9.3730 eV
- Max |F|: 6.14 eV Å⁻¹
- SMILES: Pc1nnco1
- Energy above the lowest of the compared OMol25 structures with the same formula, charge and spin: 43.5 kcal per mole
- Lowest unoccupied orbital energy: 0.58 eV

ORCA input file:
```
! RIJCOSX wB97M-V def2-TZVPD def2/J DEFGRID3
* xyz 0 1
P 2.066 -0.097 0.218
O -0.584 0.278 -0.784
N -1.720 0.252 1.060
N -0.474 -0.048 1.357
C -1.740 0.499 -0.236
C 0.288 -0.073 0.147
H -2.585 0.565 -0.808
H 2.453 0.124 -1.128
H 2.297 -1.499 0.174
*
```